Entry 1:
{
  "formula": "C60H58NO2P2SScSi",
  "method": "the ωB97M-V functional and the def2-TZVPD basis",
  "energy_ev": -126730.6251,
  "total_charge": 2,
  "lumo_ev": -4.72,
  "homo_lumo_gap_ev": 7.831,
  "spin_multiplicity": 1,
  "homo_energy_ev": -12.554,
  "species": ["Sc", "S", "P", "P", "Si", "O", "O", "N", "C", "C", "C", "C", "C", "C", "C", "C", "C", "C", "C", "C", "C", "C", "C", "C", "C", "C", "C", "C", "C", "C", "C", "C", "C", "C", "C", "C", "C", "C", "C", "C", "C", "C", "C", "C", "C", "C", "C", "C", "C", "C", "C", "C", "C", "C", "C", "C", "C", "C", "C", "C", "C", "C", "C", "C", "C", "C", "C", "C", "H", "H", "H", "H", "H", "H", "H", "H", "H", "H", "H", "H", "H", "H", "H", "H", "H", "H", "H", "H", "H", "H", "H", "H", "H", "H", "H", "H", "H", "H", "H", "H", "H", "H", "H", "H", "H", "H", "H", "H", "H", "H", "H", "H", "H", "H", "H", "H", "H", "H", "H", "H", "H", "H", "H", "H", "H", "H"],
  "positions_angstrom": [[-0.045, -0.450, -0.227], [0.650, -2.169, 2.022], [-2.588, -0.917, 0.735], [2.718, -1.553, -0.215], [0.454, 2.924, 0.096], [-0.063, 1.417, -0.380], [0.049, -0.768, 1.795], [-1.199, -5.356, -1.079], [4.179, -1.257, 3.680], [-3.031, -5.603, 5.352], [-4.804, 2.491, 1.367], [-0.018, -1.377, -4.172], [6.244, -0.750, 4.763], [-4.294, 2.941, 2.574], [-0.686, -5.115, 4.340], [5.267, -0.365, -3.220], [-0.026, -5.155, -0.179], [-2.752, 1.096, 2.616], [-0.918, 3.793, 1.000], [0.027, -4.201, 3.552], [3.330, -4.282, 0.121], [-0.693, -2.498, -4.622], [-4.370, -4.883, 5.073], [2.748, -4.921, -2.518], [-3.269, 2.240, 3.199], [3.162, -5.918, -1.639], [1.636, -1.735, 4.521], [3.729, -1.445, 1.318], [-2.646, -3.844, 3.769], [-4.796, -2.825, 3.534], [5.125, -0.846, 5.831], [-5.361, -2.050, -2.766], [-4.677, -2.482, -0.496], [-0.826, -6.129, -2.298], [3.240, -1.532, 2.666], [-4.021, -3.794, 4.094], [-4.448, -1.007, -2.841], [-4.302, 1.331, 0.785], [3.881, -1.190, 5.056], [-4.193, -1.988, 2.581], [-0.564, -3.140, 2.894], [-3.754, -1.440, -0.563], [5.544, -0.989, 3.451], [4.608, -1.163, -2.295], [-0.471, -2.013, -1.836], [-3.643, -0.714, -1.752], [4.014, 1.548, -2.476], [0.072, -1.154, -2.800], [2.608, -3.614, -2.077], [-2.026, -4.893, 4.485], [-2.867, -2.042, 2.178], [-1.161, -3.131, -2.332], [-1.993, -2.956, 2.873], [1.939, -1.835, 3.179], [3.444, -5.597, -0.320], [-1.275, -3.361, -3.701], [2.910, -3.281, -0.751], [6.005, -0.976, 2.167], [3.641, -0.607, -1.458], [-3.278, 0.630, 1.409], [3.341, 0.752, -1.562], [-1.904, -4.036, -1.389], [5.076, -1.187, 1.131], [0.938, 3.872, -1.438], [2.597, -1.406, 5.486], [1.945, 2.700, 1.221], [4.974, 0.988, -3.308], [-5.470, -2.788, -1.595], [5.338, -1.602, 6.587], [-3.074, -6.667, 5.121], [-1.077, 3.381, 1.997], [-5.989, -2.283, -3.617], [-2.885, -4.314, -1.774], [4.988, 0.097, 6.362], [3.287, -6.935, -1.992], [-1.711, -6.271, -2.915], [1.931, 1.723, 1.715], [-2.035, -3.553, -0.422], [-1.949, 0.556, 3.106], [3.787, 2.605, -2.542], [0.605, -0.235, -2.512], [1.946, 3.457, 2.011], [-5.844, -2.702, 3.777], [5.493, 1.607, -4.029], [-4.724, 0.975, -0.146], [-2.923, 0.093, -1.831], [0.522, -6.089, -0.087], [-1.884, -5.916, -0.575], [-5.115, -5.556, 4.645], [-4.782, -3.072, 0.404], [0.422, -0.680, -4.874], [6.018, -0.799, -3.868], [-4.832, -1.246, 2.113], [3.782, -6.364, 0.368], [-0.425, -7.091, -1.989], [-4.695, 3.836, 3.032], [6.736, 0.222, 4.772], [2.590, 1.193, -0.922], [-0.797, -2.690, -5.682], [1.624, 3.294, -2.064], [7.022, -1.497, 4.925], [-4.809, -4.468, 5.980], [4.853, -2.214, -2.220], [-4.358, -0.424, -3.749], [2.277, -2.849, -2.771], [-2.869, 2.592, 4.141], [-0.167, -5.916, 4.851], [0.611, -4.396, -0.621], [-2.740, -5.524, 6.400], [-1.856, -4.201, -4.072], [-6.187, -3.597, -1.528], [1.432, 4.815, -1.185], [-1.867, 3.739, 0.459], [1.105, -4.308, 3.498], [-0.386, -4.824, 0.792], [-0.654, 4.850, 1.116], [7.041, -0.779, 1.926], [0.061, 4.109, -2.046], [-0.073, -5.568, -2.842], [5.446, -1.113, 0.117], [-5.603, 3.032, 0.880], [3.589, -4.043, 1.145], [2.891, 2.796, 0.683], [2.320, -1.341, 6.530], [2.555, -5.157, -3.558], [0.621, -1.932, 4.845]]
}

Entry 2:
{
  "formula": "C60H59N2O10P",
  "method": "the ωB97M-V functional and the def2-TZVPD basis",
  "energy_ev": -95910.5196,
  "total_charge": 0,
  "lumo_ev": -1.62,
  "homo_lumo_gap_ev": 6.667,
  "spin_multiplicity": 1,
  "homo_energy_ev": -8.289,
  "species": ["P", "O", "O", "O", "O", "O", "O", "O", "O", "O", "O", "N", "N", "C", "C", "C", "C", "C", "C", "C", "C", "C", "C", "C", "C", "C", "C", "C", "C", "C", "C", "C", "C", "C", "C", "C", "C", "C", "C", "C", "C", "C", "C", "C", "C", "C", "C", "C", "C", "C", "C", "C", "C", "C", "C", "C", "C", "C", "C", "C", "C", "C", "C", "C", "C", "C", "C", "C", "C", "C", "C", "C", "C", "H", "H", "H", "H", "H", "H", "H", "H", "H", "H", "H", "H", "H", "H", "H", "H", "H", "H", "H", "H", "H", "H", "H", "H", "H", "H", "H", "H", "H", "H", "H", "H", "H", "H", "H", "H", "H", "H", "H", "H", "H", "H", "H", "H", "H", "H", "H", "H", "H", "H", "H", "H", "H", "H", "H", "H", "H", "H", "H"],
  "positions_angstrom": [[-2.370, 4.771, -2.799], [7.547, -8.030, 5.705], [-3.228, -2.708, -1.400], [-1.743, -0.926, -1.053], [-3.159, -5.703, 4.304], [0.290, 6.688, -2.196], [5.888, -7.361, 0.679], [2.583, -0.221, -0.252], [-3.186, 4.235, -4.201], [-5.220, -0.804, 4.766], [1.848, 4.498, 1.502], [-3.671, 4.890, -1.574], [1.707, -2.807, 4.851], [-4.860, -4.359, 5.202], [6.389, -6.676, 4.177], [0.374, 2.620, -5.273], [-3.593, -2.171, 3.768], [7.140, -9.782, 1.297], [-0.109, 5.000, -6.456], [1.643, 0.824, 1.837], [-4.292, -0.523, -1.735], [-3.647, -4.589, 4.385], [-0.760, -1.521, -1.981], [-1.919, -3.659, 2.860], [-7.117, -3.941, 6.782], [2.031, -2.959, 3.470], [0.047, 1.044, -1.911], [0.143, 6.608, -6.405], [-3.042, -3.448, 3.663], [5.301, -5.323, 2.498], [-6.609, -5.228, 6.619], [-3.441, 7.123, -5.942], [0.565, 2.966, -0.040], [7.802, -10.949, 1.664], [-0.403, 3.905, -0.790], [-0.571, 5.395, -0.170], [-1.198, 3.473, -2.089], [0.763, 1.511, -0.626], [5.979, -6.489, 2.857], [8.064, -10.104, 3.907], [1.759, 0.584, 0.240], [-5.479, -5.437, 5.836], [-4.849, 7.785, -6.340], [1.711, -0.410, 2.826], [-0.943, 2.044, -2.631], [7.141, -7.891, 4.564], [-0.906, 7.373, -5.453], [8.270, -11.107, 2.967], [6.243, -7.526, 1.834], [0.314, -0.443, -2.495], [-5.383, -3.074, 5.345], [1.187, 7.437, 0.096], [-3.035, -1.112, 3.050], [-6.507, -2.865, 6.146], [0.632, 6.261, -0.852], [1.471, 2.145, 2.369], [7.387, -8.937, 3.546], [-1.710, 1.521, -3.928], [2.060, -1.870, 2.372], [-2.151, 8.013, -6.303], [0.496, 4.244, -5.170], [-4.765, -1.928, 4.638], [6.094, -5.712, 5.141], [1.350, 3.364, 1.313], [-1.925, -1.328, 2.240], [-1.142, 2.088, -5.325], [5.014, -4.361, 3.460], [1.420, -1.465, 5.238], [5.402, -4.560, 4.783], [-1.363, -2.600, 2.151], [6.936, -8.771, 2.237], [1.379, -0.204, 4.343], [-3.037, -1.466, -1.391], [-1.496, -0.504, 1.679], [1.637, 4.449, -5.173], [6.398, -5.858, 6.173], [-1.249, 4.871, -6.573], [-2.825, 1.795, -3.774], [-1.774, 2.907, -5.803], [-1.714, 0.369, -4.030], [6.781, -9.665, 0.280], [-0.493, -2.766, 1.525], [0.407, 7.646, 0.900], [-4.317, -0.214, -2.845], [-0.394, 5.410, 0.957], [2.306, -2.129, 1.294], [1.404, 8.336, -0.586], [2.257, -4.033, 3.116], [-3.498, 6.828, -4.834], [-5.558, 6.918, -6.628], [-2.287, 9.099, -5.940], [-1.903, 8.013, -7.424], [1.500, 5.501, -0.963], [-3.726, 5.878, -1.294], [-1.480, -4.648, 2.783], [4.483, -3.458, 3.181], [-0.359, 8.260, -4.951], [-5.246, -1.123, -1.510], [5.167, -3.814, 5.536], [-4.560, 4.531, -1.946], [1.150, -1.302, 6.347], [-6.911, -1.865, 6.272], [-7.093, -6.069, 7.105], [-3.466, -0.118, 3.118], [1.081, 7.036, -2.657], [1.405, 2.377, 3.480], [1.038, 2.085, -4.504], [1.103, 0.794, 4.812], [0.353, 4.583, -7.429], [-3.330, 6.133, -6.523], [-1.148, 1.209, -6.079], [-1.364, -1.854, -2.900], [-4.237, 0.368, -1.020], [8.426, -10.234, 4.922], [-4.807, 8.490, -7.239], [-0.312, -2.434, -1.463], [-0.012, 7.005, -7.473], [-1.601, 5.841, -0.362], [4.991, -5.165, 1.469], [2.192, 7.086, 0.542], [0.101, 4.659, -4.183], [-5.085, -6.441, 5.717], [-5.322, 8.323, -5.445], [0.840, 2.367, -6.304], [-1.265, 6.698, -4.604], [7.955, -11.737, 0.933], [-7.994, -3.777, 7.401], [1.208, 6.881, -6.099], [0.197, -0.357, -3.643], [-2.762, 4.571, -5.019], [8.793, -12.015, 3.250], [1.381, -0.802, -2.321]]
}

Entry 3:
{
  "formula": "C60H60N12",
  "method": "the ωB97M-V functional and the def2-TZVPD basis",
  "energy_ev": -81070.0177,
  "total_charge": 0,
  "lumo_ev": 0.61,
  "homo_lumo_gap_ev": 9.785,
  "spin_multiplicity": 1,
  "homo_energy_ev": -9.171,
  "species": ["N", "N", "N", "N", "N", "N", "N", "N", "N", "N", "N", "N", "C", "C", "C", "C", "C", "C", "C", "C", "C", "C", "C", "C", "C", "C", "C", "C", "C", "C", "C", "C", "C", "C", "C", "C", "C", "C", "C", "C", "C", "C", "C", "C", "C", "C", "C", "C", "C", "C", "C", "C", "C", "C", "C", "C", "C", "C", "C", "C", "C", "C", "C", "C", "C", "C", "C", "C", "C", "C", "C", "C", "H", "H", "H", "H", "H", "H", "H", "H", "H", "H", "H", "H", "H", "H", "H", "H", "H", "H", "H", "H", "H", "H", "H", "H", "H", "H", "H", "H", "H", "H", "H", "H", "H", "H", "H", "H", "H", "H", "H", "H", "H", "H", "H", "H", "H", "H", "H", "H", "H", "H", "H", "H", "H", "H", "H", "H", "H", "H", "H", "H"],
  "positions_angstrom": [[-0.051, -3.076, 0.849], [-1.292, -4.425, -2.718], [-0.258, 1.865, -2.303], [4.475, 0.994, -0.835], [-5.007, -2.079, -0.471], [-4.455, 3.406, 0.743], [-2.149, 0.466, 4.265], [7.020, -2.464, 0.470], [2.680, -2.308, -2.360], [-2.763, 1.582, -7.452], [1.891, 0.183, 3.038], [0.211, 5.448, 4.068], [3.964, 3.306, -1.047], [0.342, 0.701, -2.349], [-3.541, 1.208, -5.193], [-4.237, 0.415, -1.582], [-3.788, -1.885, -0.972], [2.992, -3.313, -1.538], [5.806, 2.592, 0.276], [-2.305, -4.708, -3.470], [-0.888, 4.423, 2.234], [-1.526, 1.639, -6.937], [1.876, 0.291, 4.399], [3.098, 2.210, 2.992], [4.784, -2.500, -3.377], [-0.328, -4.244, 0.294], [-1.309, 3.346, 3.004], [7.729, -2.874, 1.538], [0.524, -5.298, 0.379], [2.527, 1.125, 2.387], [5.112, -2.366, 1.938], [-3.390, 0.526, 4.663], [3.069, 2.344, 4.386], [-4.101, -1.035, 2.968], [1.065, -2.954, 1.604], [5.830, -2.889, 3.039], [-6.322, 4.861, 0.335], [-4.459, -0.172, 4.027], [3.576, -1.945, -3.245], [-1.187, 1.264, -0.177], [-2.508, -4.012, -4.659], [-3.741, 1.406, -6.578], [-5.488, 0.240, -1.025], [1.860, -4.027, 1.879], [-2.750, -1.244, 2.703], [-2.286, 1.285, -4.656], [-0.106, 5.427, 2.786], [4.275, -3.913, -1.548], [-0.989, 2.141, -1.229], [2.435, 1.318, 5.109], [5.184, -3.544, -2.455], [-1.244, 1.534, -5.560], [1.608, -5.266, 1.270], [0.284, -0.244, -1.314], [-0.639, -2.677, -4.218], [-5.970, 3.919, 2.481], [5.741, -2.195, 0.733], [-0.935, 3.339, 4.291], [-1.731, -2.923, -5.060], [7.126, -3.196, 2.722], [-0.448, -3.403, -3.093], [-0.230, 4.470, 4.812], [-6.706, 4.738, 1.673], [4.964, 3.601, -0.136], [-0.500, 0.078, -0.222], [-1.859, -0.468, 3.367], [5.501, 1.306, -0.084], [-5.816, -1.026, -0.527], [3.793, 1.954, -1.420], [-3.408, -0.698, -1.572], [-4.839, 3.258, 2.034], [-5.198, 4.153, -0.069], [-4.008, 1.370, -2.103], [1.248, -0.433, 4.865], [2.330, -6.074, 1.312], [8.762, -3.010, 1.418], [-2.505, -1.731, 1.852], [2.993, 1.784, -2.107], [-1.903, -2.442, -6.026], [5.510, -2.319, -4.148], [3.685, 2.888, 2.366], [-3.293, -4.264, -5.394], [3.521, 3.200, 4.788], [-1.274, 2.604, 4.965], [5.364, -3.120, 3.966], [7.740, -3.703, 3.462], [-7.508, 5.353, 2.072], [-2.884, -5.532, -3.162], [-4.743, 1.362, -7.033], [-2.192, 1.176, -3.629], [2.689, -3.897, 2.612], [1.146, -1.970, 2.048], [6.618, 2.926, 0.838], [0.017, -1.819, -4.411], [-1.984, 2.655, 2.461], [-1.204, -4.244, -0.313], [0.405, -3.288, -2.463], [5.178, -1.775, -0.149], [-3.694, 1.247, 5.427], [0.861, 0.416, -3.255], [2.427, 1.033, 1.294], [-3.094, -2.701, -0.941], [-6.210, 1.009, -0.960], [4.520, -4.629, -0.825], [-1.191, 4.523, 1.192], [-0.130, 4.601, 5.878], [-4.174, 2.618, 2.617], [3.115, -1.200, -3.875], [-0.564, -0.711, 0.488], [-0.801, -0.433, 3.057], [-0.270, 1.713, -5.197], [-4.364, 1.127, -4.543], [6.162, -4.085, -2.602], [-4.896, -1.589, 2.467], [0.815, -1.140, -1.372], [-0.660, 1.819, -7.624], [2.320, 1.386, 6.155], [-1.405, 3.139, -1.165], [6.116, 0.510, 0.333], [4.114, -1.946, 1.978], [-6.919, 5.550, -0.251], [-5.470, 0.072, 4.213], [2.270, -3.539, -0.761], [-6.756, -1.206, -0.082], [0.147, 6.354, 2.248], [3.162, 4.028, -1.334], [5.112, 4.622, 0.274], [0.414, -6.091, -0.320], [-2.458, -0.676, -1.981], [-1.912, 1.520, 0.594], [-6.202, 3.776, 3.513], [-4.697, 4.196, -1.035]]
}